*P*
The following is a DFT calculation (ωB97M-V with the def2-TZVPD basis set) of 2 unconnected molecules or ions with the total composition C2H4BrN.

The value obtained for the molar mass is 121.96 g mol⁻¹. As for the HOMO energy (alpha / beta): -8.912 / -8.401 eV. The value obtained for the frontier orbital gap (alpha / beta) is 7.88 / 8.57 eV.

ORCA input file:
```
! RIJCOSX wB97M-V def2-TZVPD def2/J DEFGRID3
* xyz 0 1
C -0.970 -0.529 0.023
C 1.521 1.081 -0.317
N -0.802 -1.556 0.558
Br -2.612 0.456 -0.511
H 1.062 0.402 -0.999
H 1.980 0.523 0.557
H 1.044 2.056 -0.192
H -1.223 -2.433 0.880
*
```

Löwdin population analysis, charges in e, atoms 1 to 6: atom 1 (C): -0.643, atom 2 (C): 0.054, atom 3 (N): 0.070, atom 4 (Br): 0.482, atom 5 (H): -0.068, atom 6 (H): 0.013

*Q*
The following is a DFT calculation (ωB97M-V with the def2-TZVPD basis set) of a single C2H4BrN molecule.

The value obtained for the molar mass is 121.96 g mol⁻¹. As for the HOMO energy (alpha / beta): -9.290 / -9.289 eV. The value obtained for the frontier orbital gap (alpha / beta) is 9.33 / 9.33 eV. The SMILES is C/N=C/Br.

ORCA input file:
```
! RIJCOSX wB97M-V def2-TZVPD def2/J DEFGRID3
* xyz 0 1
C -0.899 0.257 -0.610
N 0.470 0.616 -0.238
C 1.135 -0.316 0.783
Br 2.800 0.186 1.231
H -1.068 0.274 -1.647
H -1.596 0.980 -0.322
H -1.462 -0.704 -0.259
H 0.620 -1.293 1.062
*
```

Löwdin population analysis, charges in e, atoms 1 to 6: atom 1 (C): -0.224, atom 2 (N): -0.087, atom 3 (C): -0.679, atom 4 (Br): 0.734, atom 5 (H): 0.044, atom 6 (H): 0.039

Short version: *Q* is the most stable of them.

*P*
The following is a DFT calculation (ωB97M-V with the def2-TZVPD basis set) of a single C2H4BrN molecule.

The value obtained for the molar mass is 121.96 g mol⁻¹. As for the HOMO energy: -10.299 eV. The value obtained for the frontier orbital gap is 11.13 eV. The SMILES is [H]/N=C(/C)Br.

ORCA input file:
```
! RIJCOSX wB97M-V def2-TZVPD def2/J DEFGRID3
* xyz 0 1
H -1.626 1.306 -1.252
N -1.331 0.551 -0.662
C -0.120 0.341 -0.409
C 0.332 -0.693 0.590
Br 1.491 1.356 -0.907
H 1.281 -1.135 0.309
H -0.308 -1.549 0.887
H 0.280 -0.176 1.444
*
```

Löwdin population analysis, charges in e, atoms 1 to 6: atom 1 (H): 0.051, atom 2 (N): 0.103, atom 3 (C): -0.798, atom 4 (C): -0.158, atom 5 (Br): 0.621, atom 6 (H): 0.058

*Q*
The following is a DFT calculation (ωB97M-V with the def2-TZVPD basis set) of 2 unconnected molecules or ions with the total composition C2H4BrN.

The value obtained for the molar mass is 121.96 g mol⁻¹. As for the HOMO energy: -10.924 eV. The value obtained for the frontier orbital gap is 11.50 eV. The SMILES is CC#N.Br.

ORCA input file:
```
! RIJCOSX wB97M-V def2-TZVPD def2/J DEFGRID3
* xyz 0 1
C 0.490 -1.486 -0.249
C 1.182 -0.192 -0.314
N 1.711 0.804 -0.273
H -0.275 -1.593 -1.056
H 0.053 -1.666 0.702
H 1.128 -2.289 -0.358
Br -1.943 3.855 0.698
H -2.346 2.567 0.850
*
```

Löwdin population analysis, charges in e, atoms 1 to 6: atom 1 (C): -0.066, atom 2 (C): -0.275, atom 3 (N): 0.133, atom 4 (H): 0.100, atom 5 (H): 0.068, atom 6 (H): 0.046

Short version: *Q* is the most stable of them.

*P*
The following is a DFT calculation (ωB97M-V with the def2-TZVPD basis set) of a single C2H4BrN molecule.

The value obtained for the molar mass is 121.96 g mol⁻¹. As for the HOMO energy: -9.727 eV. The value obtained for the frontier orbital gap is 9.99 eV. The SMILES is C/N=C/Br.

ORCA input file:
```
! RIJCOSX wB97M-V def2-TZVPD def2/J DEFGRID3
* xyz 0 1
C 0.307 0.428 -0.075
N -1.105 0.782 0.234
C -1.995 -0.228 -0.314
Br -3.863 0.063 -0.055
H 0.662 1.295 -0.716
H 0.399 -0.579 -0.553
H 0.906 0.351 0.806
H -1.629 -1.257 -0.675
*
```

Löwdin population analysis, charges in e, atoms 1 to 6: atom 1 (C): -0.186, atom 2 (N): -0.098, atom 3 (C): -0.620, atom 4 (Br): 0.620, atom 5 (H): 0.094, atom 6 (H): 0.065

*Q*
The following is a DFT calculation (ωB97M-V with the def2-TZVPD basis set) of 2 unconnected molecules or ions with the total composition C2H4BrN.

The value obtained for the molar mass is 121.96 g mol⁻¹. As for the HOMO energy: -10.289 eV. The value obtained for the frontier orbital gap is 11.03 eV. The SMILES is C1=NC1.Br.

ORCA input file:
```
! RIJCOSX wB97M-V def2-TZVPD def2/J DEFGRID3
* xyz 0 1
C 0.172 -0.527 -0.555
N 0.134 -0.655 0.654
C -0.775 0.345 0.029
H 0.644 -0.768 -1.497
H -0.611 1.475 0.286
H -1.902 0.337 -0.016
Br 3.822 -0.383 0.500
H 3.064 0.798 0.900
*
```

Löwdin population analysis, charges in e, atoms 1 to 6: atom 1 (C): -0.211, atom 2 (N): 0.114, atom 3 (C): -0.216, atom 4 (H): 0.110, atom 5 (H): 0.099, atom 6 (H): 0.085

Short version: *P* is the most stable of them.

*P*
The following is a DFT calculation (ωB97M-V with the def2-TZVPD basis set) of 2 unconnected molecules or ions with the total composition C5H11NOS.

The value obtained for the molar mass is 133.22 g mol⁻¹. As for the HOMO energy: -7.284 eV. The value obtained for the frontier orbital gap is 4.85 eV.

ORCA input file:
```
! RIJCOSX wB97M-V def2-TZVPD def2/J DEFGRID3
* xyz 0 1
O -0.438 2.498 -1.416
C -0.121 1.380 -1.819
C -0.475 0.014 -1.148
C -1.430 0.187 0.006
C -1.185 -0.951 0.913
S 0.290 -1.774 1.161
C 1.468 -0.522 1.798
N 0.878 0.389 -1.018
H 0.261 1.214 -2.841
H -0.727 -0.786 -1.840
H -2.363 0.221 -0.561
H -1.349 1.133 0.549
H -1.967 -1.148 1.655
H 0.772 2.975 0.692
H 0.833 0.290 2.125
H 2.226 -0.122 1.156
H 1.941 -0.988 2.662
H 1.075 3.518 0.371
H 1.457 -0.157 -1.654
*
```

Löwdin population analysis, charges in e, atoms 1 to 6: atom 1 (O): -0.054, atom 2 (C): -0.441, atom 3 (C): -0.368, atom 4 (C): -0.232, atom 5 (C): -0.371, atom 6 (S): 0.890

*Q*
The following is a DFT calculation (ωB97M-V with the def2-TZVPD basis set) of 2 unconnected molecules or ions with the total composition C5H11NOS.

The value obtained for the molar mass is 133.22 g mol⁻¹. As for the HOMO energy (alpha / beta): -7.128 / -7.409 eV. The value obtained for the frontier orbital gap (alpha / beta) is 4.04 / 4.66 eV.

ORCA input file:
```
! RIJCOSX wB97M-V def2-TZVPD def2/J DEFGRID3
* xyz 0 1
C -0.514 0.214 -0.042
C 0.083 -2.295 -0.302
C 1.459 0.496 1.228
C 0.889 2.047 -0.730
C -0.832 -1.113 -0.102
N 0.715 0.797 0.037
O -2.136 -1.473 -0.231
S -4.200 0.586 0.248
H 0.968 -2.237 -1.041
H -0.596 -3.025 -0.791
H 0.585 -2.516 0.612
H 0.805 0.585 2.172
H 1.790 -0.547 1.094
H 2.242 1.164 1.399
H 1.387 1.886 -1.715
H -0.063 2.421 -1.004
H 1.429 2.821 -0.273
H -1.301 0.938 -0.150
H -2.709 -0.748 -0.409
*
```

Löwdin population analysis, charges in e, atoms 1 to 6: atom 1 (C): -0.129, atom 2 (C): -0.027, atom 3 (C): -0.073, atom 4 (C): -0.045, atom 5 (C): -0.339, atom 6 (N): -0.241

*R*
The following is a DFT calculation (ωB97M-V with the def2-TZVPD basis set) of a single C5H11NOS molecule.

The value obtained for the molar mass is 133.22 g mol⁻¹. As for the HOMO energy: -7.771 eV. The value obtained for the frontier orbital gap is 8.49 eV.

ORCA input file:
```
! RIJCOSX wB97M-V def2-TZVPD def2/J DEFGRID3
* xyz 0 1
C 1.775 0.154 0.169
C -1.663 1.650 -0.275
C 0.994 -2.384 0.088
C 0.556 0.733 0.755
C -0.320 1.016 -0.457
N 1.786 -1.158 -0.211
O 4.328 0.161 -0.385
S 3.196 0.997 0.149
H -2.475 0.865 0.156
H -2.164 2.123 -1.111
H -1.547 2.554 0.344
H 1.507 -2.928 0.787
H 0.102 -1.989 0.508
H 0.707 -2.995 -0.738
H 0.646 1.715 1.253
H 0.109 0.070 1.352
H 0.186 1.604 -1.190
H -0.661 0.104 -0.956
H 2.641 -1.204 -0.742
*
```

Löwdin population analysis, charges in e, atoms 1 to 6: atom 1 (C): -0.609, atom 2 (C): -0.134, atom 3 (C): -0.008, atom 4 (C): -0.191, atom 5 (C): -0.289, atom 6 (N): -0.024

Short version: *R* is the most stable of them.